Record 1
The following is a DFT calculation (ωB97M-V/def2-TZVPD) of a structure of composition C22H31NO in a non-equilibrium geometry.

Structure (XYZ):
```
55
Properties=species:S:1:pos:R:3:forces:R:3:lowdin_charge:R:1
O -2.03655 -0.15113 2.34991 4.0693 3.6522 -1.4449 -0.01
N 3.42828 1.30028 0.07770 -4.8013 3.4125 -1.3908 -0.19
C 0.36014 1.57391 0.76913 12.0525 9.9230 0.6338 -0.01
C -2.79325 0.36746 -0.02073 -0.0442 -1.6487 2.5264 -0.10
C -4.99348 -0.45963 -1.12063 2.9848 1.5473 1.7445 -0.12
C 0.29511 -2.53589 -1.34464 -3.1751 2.4023 7.7927 -0.03
C 1.39171 2.58945 0.92145 -1.5634 -0.4869 -7.6512 -0.09
C -0.54070 0.96265 0.88384 -7.6374 -3.3127 1.2993 -0.07
C 2.79426 0.00064 -0.01130 0.9578 1.1432 9.7597 -0.18
C 0.46208 -3.48994 -0.42326 -1.8178 -0.0351 3.4578 -0.08
C -0.87277 -1.15902 0.43864 1.1667 -7.6941 2.6668 -0.14
C -0.31294 -1.33753 -0.77808 0.2663 -3.4333 0.0544 -0.03
C -0.84818 -2.44738 1.42780 2.2464 0.6050 -0.7633 0.09
C 5.08308 -1.19408 -0.30149 -1.8591 7.8867 3.5261 -0.07
C -1.46065 0.04209 0.90627 -9.4773 -3.4651 2.3153 -0.40
C -4.49231 1.91950 -0.39942 -9.5533 6.1517 -8.5031 -0.37
C -0.05997 -3.58391 0.96773 -3.0997 13.0114 -6.9242 0.00
C 3.82090 -0.91025 0.70381 0.3360 -2.0063 -2.8968 -0.20
C 2.37296 2.39387 -0.37059 2.1256 -0.0689 4.0426 -0.07
C 4.49296 1.56103 -0.76465 -0.2776 -9.4812 -4.1618 -0.31
C -5.72704 0.93915 -0.46278 6.7619 -0.1194 -14.0007 -0.07
C 5.51337 0.50107 -0.36096 2.8913 -1.5381 3.5478 -0.17
C -3.58292 1.73708 0.51257 12.1213 -3.6293 3.2786 -0.20
C -3.84953 -0.94704 -0.13436 -0.4717 10.0884 -2.0193 -0.09
H 1.01981 -4.28218 -0.66335 2.0582 -3.2768 -1.1122 0.05
H 4.28151 1.24937 -2.06152 0.2583 1.3818 3.1763 0.20
H -3.82348 1.37675 1.51202 -0.2228 0.9940 0.2314 0.13
H 5.79692 0.82148 0.89603 -0.7465 -1.1208 -3.6178 0.17
H 0.72628 -2.60872 -2.20396 2.2400 -0.0422 -5.3481 0.05
H 1.97160 2.65391 1.69254 3.2954 -0.8728 4.9270 0.05
H -1.17010 -2.34837 2.58496 0.5780 -0.2594 -3.2006 0.14
H 3.07126 3.30532 -0.49990 -1.8543 -1.1970 -0.4288 0.14
H -2.65889 -0.79521 2.27170 -2.8162 -2.9536 -0.4669 -0.01
H 5.77350 -1.64570 0.35004 1.3545 -1.1750 -0.4648 0.07
H 6.48743 0.55875 -0.85375 -0.1938 0.3614 -0.2539 0.06
H 0.03510 -4.37852 1.39602 1.2000 -8.7950 5.3243 -0.02
H 3.43445 -1.87605 0.62097 -1.4958 -1.8658 0.5913 0.05
H -4.10969 -1.06545 0.79756 -1.9518 -1.2848 4.9285 0.05
H 2.52079 -0.45872 -0.84348 -1.4176 -1.2505 -4.3567 0.06
H -4.10849 2.25486 -1.58819 -0.7131 -1.7368 3.3049 0.19
H 4.89095 2.42893 -0.63134 2.1617 5.5340 0.3594 0.04
H -5.54169 -1.33587 -1.18861 -2.0568 -1.2555 -0.4972 0.05
H 4.76926 -1.36429 -1.28620 -0.1140 -1.3973 -1.1018 0.07
H -6.20879 0.76276 0.30975 -4.6242 -1.5186 7.1718 0.00
H -3.41194 -1.66281 -0.56335 3.6797 -5.9650 -2.8807 0.02
H 1.86862 1.91405 -1.18681 -0.3733 0.7469 -0.9145 0.10
H -4.32176 -0.41245 -2.09971 -2.1236 0.8834 1.5623 0.15
H -5.04470 2.95194 -0.25920 0.8138 -1.3493 0.1692 0.13
H -2.54062 2.47122 0.39017 -3.3816 -1.3939 1.0751 0.20
H -6.33126 1.23750 -1.52753 0.9305 -0.3281 3.6325 0.16
H -2.21790 0.43083 -0.90730 -0.4165 0.8366 -1.7208 0.10
H 4.02067 -0.77331 1.77058 0.3538 0.6808 -0.5325 0.11
H -0.43730 -0.65181 -1.47871 -0.3617 3.7977 -2.7277 0.07
H 0.96557 3.56238 0.90696 -0.8391 0.9354 -0.5155 0.10
H 1.84834 0.00705 0.87766 2.5765 -0.0180 -3.2033 0.19
```
Forces are in eV/Å.

Values from the calculation:
- Highest occupied orbital energy: -0.31832 Ha
- Frontier orbital gap: 9.44 eV
- Total charge: 0



Record 2
The following is a DFT calculation (ωB97M-V/def2-TZVPD) of a structure of composition C30H28MnN10SSi in a non-equilibrium geometry.

Structure (XYZ):
```
71
Properties=species:S:1:pos:R:3:forces:R:3:lowdin_charge:R:1
Mn 0.55139 -0.85507 -0.05154 0.4280 -0.1767 0.0352 0.35
S 2.57076 -1.48867 1.06416 -0.0225 0.1985 0.0935 0.76
Si 2.35066 -4.07723 -1.74320 -0.0238 0.1340 0.0401 0.44
N -0.70142 0.02052 -1.41336 -0.0572 0.1795 0.1312 0.05
N -1.53922 -2.82924 -0.84434 -0.0538 0.4912 -0.1162 -0.02
N 0.69116 0.83793 1.06816 0.2474 0.0199 -0.2725 0.02
N -3.68448 -2.88144 7.76411 0.0426 0.0241 -0.1090 0.05
N 1.85137 -0.31133 -1.47701 -0.0288 -0.0982 0.1313 -0.13
N 1.38098 2.72114 2.97018 -0.0487 -0.0666 0.0825 0.09
N 3.19064 -0.42171 -1.37548 0.0297 0.0926 0.0687 0.00
N 4.91217 -1.10680 -0.09177 0.0345 -0.0016 -0.0226 0.08
N -0.75795 -1.22632 1.44414 -0.0653 -0.3771 0.0921 0.04
N -4.28581 -3.50207 -0.84587 -0.0130 0.0840 -0.1136 0.04
C 3.30943 -4.65085 -0.25064 0.0239 -0.0676 -0.0085 -0.19
C 3.57395 -0.95184 -0.22088 -0.0139 0.0918 -0.0288 -0.84
C -0.09831 0.30495 -2.58514 0.2045 -0.0017 0.0672 -0.23
C 3.46121 -3.19860 -2.96219 0.0306 0.0447 -0.0031 -0.18
C -0.52768 -0.50009 2.58201 0.2055 -0.0283 -0.3726 -0.22
C -2.18494 0.97414 -3.53371 0.0933 0.0054 -0.0998 -0.05
C 1.54243 -5.53222 -2.59701 -0.0744 -0.0769 -0.0314 -0.18
C -2.02187 -1.83041 3.92266 0.1576 0.2287 -0.0029 -0.14
C 0.31828 0.68389 2.33753 -0.1604 -0.1224 0.0630 -0.19
C 1.35188 0.12932 -2.57751 -0.1271 0.0550 -0.0172 -0.06
C -3.67899 -3.11198 0.22802 0.0990 -0.2287 0.0291 -0.12
C -1.79494 -2.15062 1.50639 -0.0134 0.4852 -0.1424 -0.19
C 1.71880 2.86818 1.69068 0.0164 0.0705 -0.0282 -0.11
C -0.81882 0.77286 -3.67099 -0.1114 0.0717 -0.1509 -0.01
C -2.59605 -2.19685 5.24118 -0.0061 -0.0245 0.0855 -0.15
C -0.20137 -2.61622 -0.87504 -1.2555 -1.4557 -0.1286 -0.25
C -1.07737 -0.75636 3.79187 -0.1669 -0.0758 0.4077 0.02
C -4.04441 -3.51134 6.64414 0.0203 0.0349 0.0604 -0.14
C -2.19976 -3.23044 -2.02418 0.2063 0.0637 0.2351 -0.06
C -2.21950 -1.54246 6.41324 -0.0023 -0.0080 -0.0004 -0.02
C -3.54158 -3.21427 5.38987 0.0055 0.0151 -0.0147 -0.02
C 0.91132 -3.02260 -1.22457 0.6715 0.8506 0.0796 -0.04
C -2.31362 -2.71976 0.35011 0.0236 -0.0952 -0.0620 -0.15
C 0.68351 1.64029 3.28210 0.0261 0.0918 0.1311 -0.05
C -2.00744 0.23934 -1.27564 -0.0046 -0.1333 -0.0888 -0.08
C -2.78985 0.71538 -2.31582 -0.0607 -0.0154 0.0925 -0.04
C 1.38082 1.92926 0.73955 0.0162 -0.0026 -0.0858 -0.08
C -2.78192 -1.91402 7.62611 -0.0469 -0.0549 -0.0208 -0.15
C -3.49403 -3.54097 -2.00238 -0.1297 -0.1073 -0.0075 -0.15
C -2.37870 -2.46274 2.77836 -0.1647 0.0169 -0.0177 0.03
H 0.40624 1.52430 4.32308 0.0130 0.0113 -0.0551 0.12
H -3.10751 -3.25778 2.80179 0.0674 -0.0328 -0.0146 0.10
H 1.98117 0.37802 -3.42502 -0.0235 0.0192 0.0061 0.13
H 1.67595 2.03133 -0.29679 0.0244 -0.0066 0.0158 0.11
H -3.85000 0.86779 -2.16395 0.0524 -0.0121 -0.0131 0.11
H -1.58340 -3.26842 -2.90956 0.0185 0.0332 0.0044 0.12
H 4.08213 -5.36554 -0.55291 -0.0583 0.0307 -0.0029 0.04
H 2.87917 -2.80043 -3.79897 0.0345 -0.0437 0.0268 0.03
H 0.84563 -6.04425 -1.92773 0.0601 0.0153 -0.0420 0.04
H 4.20414 -3.89495 -3.36473 -0.0698 0.0159 0.0206 0.03
H -4.77922 -4.30268 6.75491 0.0280 0.0333 0.0066 0.10
H -3.98392 -3.84481 -2.91812 -0.0186 0.0079 0.0563 0.09
H -0.80018 -0.14881 4.63886 -0.0750 -0.0041 -0.0459 0.09
H -2.42891 -0.00290 -0.30761 0.0065 0.0001 -0.0004 0.12
H 2.30455 -6.25229 -2.91720 -0.0919 0.0750 0.0239 0.03
H -4.29973 -3.02337 1.11595 0.0585 -0.0063 0.0026 0.11
H 5.28566 -1.34190 0.80863 0.0163 -0.0102 0.0305 0.09
H 2.28241 3.75258 1.41950 -0.0180 -0.0154 0.0169 0.11
H 3.78632 -3.81160 0.25529 0.0089 -0.0811 -0.0247 -0.02
H 3.98498 -2.36154 -2.49698 -0.0297 -0.1119 -0.0897 0.00
H 2.64843 -5.14165 0.46834 0.0329 0.0259 -0.0328 0.04
H 0.98281 -5.21334 -3.48152 0.0545 -0.0270 0.0492 0.03
H -2.76962 1.33411 -4.37161 0.0304 -0.0122 0.0355 0.11
H -1.48953 -0.74550 6.40961 -0.0167 -0.0268 -0.0037 0.10
H -3.89862 -3.78716 4.54519 0.0160 0.0200 0.0231 0.10
H -2.48521 -1.40159 8.53576 -0.0115 -0.0167 -0.0206 0.10
H 5.50653 -0.65745 -0.76795 -0.0024 -0.0145 0.0023 0.10
H -0.30831 0.97702 -4.60419 -0.0385 0.0021 0.0448 0.12
```
Forces are in eV/Å.

Values from the calculation:
- Highest occupied orbital energy (alpha / beta): -0.20741 / -0.20355 Ha
- Frontier orbital gap (alpha / beta): 5.10 / 4.92 eV
- Total charge: 0
- ⟨S²⟩: 0.82
- Spin multiplicity: 2



Record 3
The following is a DFT calculation (ωB97M-V/def2-TZVPD) of the molecule C4H6FNOS in a non-equilibrium geometry.

Structure (XYZ):
```
14
Properties=species:S:1:pos:R:3:forces:R:3:lowdin_charge:R:1
S -1.78144 0.17794 -0.82747 0.8425 -0.5744 1.0850 0.84
F 1.34003 2.39010 -0.05176 1.4791 0.8710 0.3735 0.04
O 2.94233 -1.25975 -0.38158 0.6617 -0.8894 -0.5537 0.07
N 0.81462 -0.46697 -0.69803 2.0143 2.1211 2.2244 0.05
C 0.12858 1.89592 -0.12226 0.0781 -3.0331 -1.1474 -0.18
C -1.92206 -0.96901 0.63818 0.4788 -0.5877 -0.7870 -0.37
C -0.06365 0.61057 -0.50771 -1.7819 0.5869 -0.3170 -0.58
C 2.07365 -0.49727 -0.09816 -1.2436 0.2880 -0.0326 -0.33
H -2.84461 -1.56905 0.42861 0.8623 0.4813 0.6403 0.04
H -0.65880 2.56213 0.08995 -0.7417 0.6177 0.1816 0.09
H 2.16680 0.20797 0.70067 0.0751 0.7726 0.7408 0.12
H -0.99515 -1.64168 0.72016 -1.5034 0.9290 -0.3438 0.06
H -1.96242 -0.33141 1.52792 -0.3424 -0.3948 -0.1409 0.03
H 0.76212 -1.10950 -1.41852 -0.8786 -1.1882 -1.9230 0.11
```
Forces are in eV/Å.

Values from the calculation:
- Highest occupied orbital energy: -0.33162 Ha
- Frontier orbital gap: 9.73 eV
- Structure (SMILES): CS/C(=C/F)NC=O
- Total charge: 0



Record 4
The following is a DFT calculation (ωB97M-V/def2-TZVPD) of a cluster of 10 separate species, C18H56O10 in total in a non-equilibrium geometry.

Structure (XYZ):
```
84
Properties=species:S:1:pos:R:3:forces:R:3:lowdin_charge:R:1
O -2.44120 -4.59263 0.34618 -0.2523 0.3919 0.2536 -0.09
O 0.88527 3.11101 1.52835 -0.8160 -0.1265 1.9563 -0.11
O -2.94081 -0.28293 -4.50451 0.1270 -0.1907 0.0427 -0.06
O 4.34700 -1.31872 -1.90707 -0.0574 0.4741 -0.2156 -0.05
O -3.97145 -2.45441 -0.63393 -0.0191 -0.6692 -0.0679 -0.05
O 2.14406 3.74195 -0.79507 -0.1394 -0.1724 0.5487 -0.09
O -2.35934 -0.33671 -1.37659 0.1146 -0.6900 -0.0217 -0.07
O -1.09056 1.45101 2.32552 -0.3962 -0.2664 0.0654 -0.03
O -5.72705 1.26230 -1.21416 0.0723 -0.0801 0.0422 -0.06
O 2.43724 -1.08709 5.65048 -0.2383 0.8164 0.0217 -0.05
C -3.39469 -5.67463 0.32969 0.7388 0.4068 0.0162 -0.47
C 0.60580 5.58596 -1.18534 0.1905 -1.0249 -0.0524 -0.05
C 3.98879 -1.40835 -4.28130 0.2909 0.4981 0.1075 -0.06
C 0.98691 4.12051 -1.53905 1.0870 0.9590 0.9004 -0.49
C -0.23049 0.46319 -0.69090 -0.3338 -0.6931 -0.4324 -0.05
C 2.03765 -1.22231 4.28127 0.2172 -1.2569 0.1083 -0.49
C 2.52031 4.52562 2.35851 -0.6705 1.0969 1.6254 -0.06
C 0.15362 4.72840 3.30073 0.0164 -0.3652 -0.3004 -0.04
C 1.24484 3.78434 2.77160 1.1811 0.3465 -1.1794 -0.44
C -1.19865 -0.71678 -0.63675 0.3304 0.2999 0.0217 -0.48
C -0.61274 -2.00026 -1.21057 0.3687 0.0595 -0.6492 -0.04
C -2.83908 -6.94177 0.97327 -0.7232 -0.0108 0.1702 -0.05
C 0.67668 -1.92721 4.19908 0.6117 -0.1248 -0.7327 -0.05
C 2.51309 0.01173 -2.81857 -0.2413 -0.2500 0.8667 -0.07
C 3.91840 -0.53022 -3.03437 -0.1852 0.0721 -0.4897 -0.48
C -3.84845 -5.93020 -1.08365 -0.1905 -0.8792 -0.7210 -0.06
C 2.04410 0.05616 3.48318 -0.3231 0.3927 -0.1781 -0.06
C 1.30647 3.89894 -3.00939 -2.0163 -0.2189 0.1483 -0.05
H 1.47181 6.24583 -1.14657 0.0069 0.0370 -0.4666 0.08
H 3.42779 -2.31972 -4.07632 0.0941 -0.1144 -0.1256 0.08
H 3.55750 -0.90388 -5.14697 -0.2087 0.0419 0.1208 0.08
H 1.94869 0.27589 -3.71229 0.3111 0.0828 -0.1906 0.08
H 0.10962 3.58462 -1.15947 0.1447 -0.6807 -0.5383 0.12
H -1.51898 -4.84980 0.27174 -0.1007 -0.4426 -0.1064 0.09
H 1.48254 -0.06906 2.55526 0.2025 -0.2118 -0.1147 0.07
H 2.82210 -1.89176 3.90494 -0.3239 -0.0146 -0.4404 0.13
H 0.29854 3.83147 -3.44538 0.2498 0.3607 -0.5224 0.08
H 1.48364 0.85363 3.98327 0.2044 -0.0244 0.2497 0.07
H 1.53203 3.07909 3.55425 -0.2590 -0.3812 -0.1460 0.11
H -4.21663 -5.28573 0.93717 -0.0316 -0.1203 -0.0566 0.14
H 2.92450 4.97957 3.27194 0.2121 -0.0747 -0.0862 0.08
H 3.04692 0.39405 3.22332 -0.0138 0.1006 0.1570 0.09
H -2.88159 -6.87160 2.05959 0.3141 0.0689 0.0069 0.08
H -4.78768 -6.49081 -1.05186 0.1471 -0.1493 -0.0998 0.09
H -1.44622 -0.89809 0.42087 -0.3602 -0.1144 -0.0320 0.12
H 1.87379 3.62987 0.14568 0.0657 -0.0646 -0.8902 0.03
H -2.63312 -0.90418 -5.17282 -0.0449 0.0655 0.0241 0.03
H 0.65401 -2.85363 4.77098 -0.1048 0.3674 0.5787 0.08
H 0.21931 5.54159 -0.16536 -0.2561 0.2200 -0.0558 0.06
H 1.93562 -0.75246 -2.29329 0.0153 -0.0312 -0.0656 0.05
H -2.87395 -1.17133 -1.43294 -0.2586 0.7094 0.2632 0.04
H -3.09115 -6.53759 -1.59167 -0.1259 -0.1395 0.0363 0.09
H 0.07602 -1.77742 -2.03090 0.0369 0.1418 0.0871 0.07
H 0.68588 0.24243 -0.14232 -0.0545 0.2096 0.1874 0.09
H 0.04788 0.60158 -1.73564 -0.0171 0.2703 0.0265 0.08
H -4.58395 -2.36778 0.10350 0.0201 0.1097 -0.0793 0.06
H -0.11248 -1.21123 4.42655 -0.1875 -0.2804 0.2774 0.08
H -2.45830 -0.52269 -3.70075 -0.0882 0.2224 0.0570 0.00
H 2.47902 -0.14407 5.84784 -0.0187 -0.1483 0.1455 0.08
H -1.83173 -7.19043 0.63959 0.0437 0.1604 -0.0584 0.09
H 4.57006 0.34786 -3.07037 0.2540 -0.1896 -0.5119 0.13
H 1.72442 2.92287 -3.24144 0.4901 0.1023 0.3172 0.05
H 1.84366 4.72866 -3.45911 0.2166 -0.0864 0.0284 0.08
H -0.51961 4.23313 4.00150 -0.0075 -0.1243 -0.0513 0.07
H 3.29547 3.90726 1.92126 -0.1862 -0.0952 -0.2957 0.08
H -0.44453 5.08341 2.46042 0.0591 0.1359 -0.0072 0.08
H 2.21171 5.38388 1.75956 0.3454 -0.2021 -0.5106 0.08
H -5.58983 1.13274 -2.15950 0.0365 0.0023 0.0705 0.04
H -4.92742 0.90711 -0.80778 0.0079 0.0302 -0.1525 0.02
H -1.38667 -2.60046 -1.69104 -0.1209 -0.2173 0.4073 0.07
H 4.76623 -0.67840 -1.32374 -0.0052 -0.3141 0.2677 0.09
H 2.55896 0.87695 -2.15284 -0.1625 0.0454 -0.0510 0.07
H -0.16957 5.89513 -1.88704 0.0170 0.4406 0.1713 0.08
H 0.15247 2.51868 1.80454 0.1933 0.0832 -0.6482 0.03
H 0.52935 -2.29826 3.17778 -0.0443 0.3800 -0.1219 0.07
H 0.57610 5.58639 3.82361 0.1100 -0.0075 -0.0553 0.08
H -1.16118 0.77078 1.64097 0.0253 0.0547 0.1009 0.03
H -1.98653 1.79872 2.41940 0.1070 0.0016 0.0118 0.08
H -3.48666 -7.77883 0.70379 0.0585 -0.0328 -0.0310 0.08
H -3.54405 -3.32832 -0.50502 0.0549 0.6369 0.1313 0.01
H 5.01673 -1.62906 -4.56898 0.0108 -0.2830 0.2684 0.08
H -0.74735 1.35054 -0.33086 0.2814 0.1749 0.0130 0.07
H -4.02494 -5.09967 -1.76628 0.0275 0.4901 0.5544 0.08
H -0.05392 -2.59438 -0.48741 -0.1273 0.0033 0.0964 0.08
```
Forces are in eV/Å.

Values from the calculation:
- Highest occupied orbital energy: -0.33669 Ha
- Frontier orbital gap: 9.29 eV
- Structure (SMILES): CC(C)O.CC(C)O.CC(C)O.CC(C)O.CC(C)O.CC(C)O.O.O.O.O
- Total charge: 0